Record 1
DFT (the ωB97M-V functional and the def2-TZVPD basis) results for a structure of composition C32H54GaGeNOSe2Te.

Its net charge is +3. The gap between HOMO and LUMO (alpha / beta) is 6.815 / 3.311 eV. Its largest force on an atom is 0.53 eV/Å. The calculation puts the energy above the lowest of the compared OMol25 structures with the same formula, charge and spin at 2.569 eV. As for the spin multiplicity: 2. As for the total energy: -10453.27532 a.u.

Last column: Mulliken spin population.
Positions of all 93 atoms, in Å:
Ga1 0.4410 1.6741 0.7783  0.005
C1 2.1767 5.7947 4.7522  -0.015
Se1 2.0738 4.9989 3.0092  0.933
C2 0.2596 5.4592 2.5110  -0.042
C3 -0.8290 4.6807 3.2502  0.052
Se2 -1.1343 2.7930 2.8148  -0.004
C4 -0.2412 1.9605 4.3355  0.011
H1 1.8733 6.8391 4.6691  0.024
H2 3.2042 5.7044 5.0943  0.001
H3 1.4957 5.2600 5.4166  0.030
H4 0.2071 5.3309 1.4302  0.005
H5 0.1767 6.5245 2.7437  0.012
H6 -1.7747 5.1657 3.0040  -0.007
H7 -0.7206 4.7464 4.3319  0.002
H8 -0.6344 2.4008 5.2484  -0.001
H9 0.8403 2.0601 4.2839  -0.007
H10 -0.5076 0.9048 4.3051  0.000
C5 2.9697 3.0647 -4.0954  0.000
C6 4.0228 1.9941 -3.8399  0.000
C7 3.5413 0.9043 -2.8889  0.000
C8 2.9885 1.4391 -1.5537  0.001
Ge1 1.2650 2.3066 -1.7835  -0.013
C9 -0.1557 1.2145 -2.5670  0.004
C10 -0.5484 1.4154 -4.0465  0.000
C11 -1.5414 2.5466 -4.2874  0.000
C12 -1.0636 3.9197 -3.8364  0.000
H11 3.1220 3.6028 -5.0312  0.000
H12 2.9521 3.8345 -3.3178  0.000
H13 1.9687 2.6214 -4.2104  0.000
H14 4.9248 2.4637 -3.4427  0.000
H15 4.3111 1.5277 -4.7821  0.000
H16 4.3601 0.2166 -2.6698  0.000
H17 2.7682 0.3017 -3.3818  0.000
H18 3.6950 2.1163 -1.0691  0.000
H19 2.8190 0.5940 -0.8848  0.000
H20 1.1280 3.8085 -1.5864  0.000
H21 -1.0486 1.3362 -1.9463  0.000
H22 0.2034 0.1885 -2.4226  0.000
H23 -0.9941 0.4752 -4.3798  0.000
H24 0.3362 1.5499 -4.6721  0.000
H25 -2.4867 2.3062 -3.7921  0.000
H26 -1.7632 2.5733 -5.3552  0.000
H27 -1.0204 4.0032 -2.7457  0.000
H28 -1.7398 4.7010 -4.1800  0.000
H29 -0.0737 4.1580 -4.2365  0.000
C13 2.3323 -0.0147 3.0176  -0.005
C14 1.2977 -0.8367 2.2861  0.001
O1 1.2094 -2.0324 2.4080  0.001
N1 0.4643 -0.1206 1.4203  0.004
Te1 -1.0453 -1.1172 0.4823  0.004
C15 -0.3608 -2.3031 -1.1191  0.000
C16 0.9566 -2.6457 -1.4271  0.000
C17 2.1760 -2.2559 -0.6446  0.000
C18 1.1504 -3.4479 -2.5503  0.000
C19 0.1027 -3.9054 -3.3381  0.000
C20 0.3470 -4.7859 -4.5257  0.000
C21 -1.1931 -3.5267 -2.9931  0.000
C22 -1.4574 -2.7296 -1.8907  0.000
C23 -2.8891 -2.3876 -1.5629  0.000
C24 -1.8370 -2.4003 1.9286  0.000
C25 -2.8518 -1.8256 2.7087  0.000
C26 -3.2914 -0.3918 2.5912  0.000
C27 -3.5126 -2.6464 3.6107  0.000
C28 -3.1981 -3.9954 3.7410  0.000
C29 -3.9114 -4.8623 4.7329  0.000
C30 -2.1852 -4.5187 2.9446  0.000
C31 -1.4711 -3.7543 2.0289  0.000
C32 -0.4001 -4.4373 1.2298  0.000
H30 3.3194 -0.3849 2.7383  0.001
H31 2.2195 -0.1740 4.0902  0.000
H32 2.2796 1.0556 2.7987  0.007
H33 2.0311 -1.3415 -0.0785  0.000
H34 3.0138 -2.1083 -1.3255  0.000
H35 2.4568 -3.0399 0.0608  0.000
H36 2.1645 -3.7314 -2.8068  0.000
H37 1.4035 -5.0196 -4.6363  0.000
H38 0.0039 -4.3013 -5.4405  0.000
H39 -0.2013 -5.7229 -4.4266  0.000
H40 -2.0273 -3.8738 -3.5915  0.000
H41 -3.5595 -2.9230 -2.2320  0.000
H42 -3.0976 -1.3207 -1.6883  0.000
H43 -3.1772 -2.6828 -0.5487  0.000
H44 -2.4438 0.2988 2.5579  0.000
H45 -3.8995 -0.1136 3.4495  0.000
H46 -3.8905 -0.2177 1.6936  0.000
H47 -4.3011 -2.2230 4.2212  0.000
H48 -4.8544 -4.4167 5.0430  0.000
H49 -3.2951 -5.0018 5.6228  0.000
H50 -4.1137 -5.8463 4.3128  0.000
H51 -1.9299 -5.5673 3.0411  0.000
H52 -0.1456 -5.3807 1.7074  0.000
H53 0.5054 -3.8419 1.1682  0.000
H54 -0.7400 -4.6614 0.2170  0.000



Record 2
DFT (the ωB97M-V functional and the def2-TZVPD basis) results for a structure of composition C32H54InN2O3P2.

Its net charge is +1. The gap between HOMO and LUMO (alpha / beta) is 4.403 / 4.387 eV. Its largest force on an atom is 5.68 eV/Å. The calculation puts the energy above the lowest of the compared OMol25 structures with the same formula, charge and spin at 0.000 eV. As for the total energy: -2459.34510 a.u.

Last column: Löwdin charge in e.
Positions of all 94 atoms, in Å:
In1 3.9054 0.9355 -3.9659  1.138
C1 -2.6010 1.0220 0.2891  -0.129
C2 -2.7997 -0.0127 -0.6612  -0.135
C3 -1.7020 -0.9148 1.1471  -0.097
C4 -1.9161 0.4654 1.4060  -0.089
C5 -2.2779 -1.2148 -0.1153  -0.121
C6 -3.0781 2.4156 0.1777  -0.017
H1 -3.1421 2.7294 -0.8715  0.084
H2 -2.4130 3.1063 0.7096  0.081
H3 -4.0821 2.5316 0.6162  0.116
C7 -1.4811 1.1937 2.6098  0.011
H4 -2.0370 2.1295 2.7359  0.095
H5 -0.4067 1.4364 2.5359  0.083
H6 -1.6200 0.5812 3.5114  0.103
C8 -1.0011 -1.8688 2.0306  0.019
H7 -1.2177 -1.6657 3.0881  0.097
H8 0.0927 -1.8144 1.9036  0.112
H9 -1.3043 -2.9002 1.8103  0.094
C9 -2.3485 -2.5641 -0.7158  0.000
H10 -2.8290 -3.2735 -0.0262  0.110
H11 -1.3490 -2.9578 -0.9466  0.069
H12 -2.9336 -2.5450 -1.6412  0.088
C10 -3.4735 0.1225 -1.9704  -0.006
H13 -4.5486 -0.1034 -1.8987  0.114
H14 -3.0356 -0.5702 -2.7008  0.090
H15 -3.3744 1.1437 -2.3568  0.083
C11 3.8933 2.9602 -3.3729  -0.372
C12 2.4948 3.3390 -2.9465  -0.434
C13 1.4428 3.3895 -4.0712  -0.206
C14 1.1063 2.1134 -4.8633  -0.141
C15 2.2395 1.2074 -5.3386  -0.192
C16 3.4406 1.6661 -5.9440  -0.186
C17 3.8448 3.1472 -5.9945  -0.166
C18 4.3331 3.7410 -4.6359  -0.210
H16 1.7102 4.1873 -4.7870  0.110
H17 0.5086 2.4422 -5.7360  0.147
H18 0.4995 3.7331 -3.6188  0.091
H19 3.9936 4.7862 -4.5847  0.120
H20 4.6280 3.0700 -2.5617  0.095
H21 2.5630 4.3938 -2.6016  0.098
H22 5.4332 3.7584 -4.6630  0.116
H23 4.6883 3.2069 -6.7030  0.119
H24 3.8949 1.0478 -6.7303  0.135
H25 3.0446 3.7806 -6.4152  0.123
H26 0.4228 1.4842 -4.2662  0.118
H27 1.8619 0.2254 -5.6537  0.128
P1 1.7292 2.9243 -1.1245  0.942
P2 2.1951 -2.9281 -1.2872  0.869
C19 3.0591 -0.2810 -2.2260  -0.277
C20 3.3840 -1.7605 -2.2632  -0.477
H28 1.9790 -0.0716 -2.2267  0.022
H29 3.4792 0.1864 -1.3192  0.019
H30 3.4446 -2.1529 -3.2941  0.053
H31 4.3513 -1.9049 -1.7509  0.055
C21 2.9236 -4.5153 -1.8590  -0.318
H32 2.4133 -5.3172 -1.3126  0.032
H33 3.9866 -4.5333 -1.5936  0.043
H34 2.7947 -4.6585 -2.9388  0.039
C22 0.7852 -2.8276 -2.4718  -0.348
H35 1.1232 -2.7928 -3.5168  0.039
H36 0.1999 -1.9258 -2.2460  0.011
H37 0.1403 -3.7034 -2.3259  0.029
C23 2.5985 4.1603 -0.1027  -0.277
H38 1.9804 5.0592 0.0271  0.042
H39 3.5631 4.4135 -0.5652  0.043
H40 2.7808 3.6688 0.8651  0.029
C24 0.0120 3.5439 -1.0751  -0.308
H41 -0.4454 3.0806 -0.1883  0.014
H42 -0.5625 3.2038 -1.9483  0.026
H43 -0.0234 4.6381 -0.9826  0.049
C25 1.3987 -0.1868 5.8353  -0.082
C26 1.3462 0.1476 4.3578  -0.206
C27 2.6598 -0.0695 3.5814  -0.280
C28 3.8253 0.7260 4.2562  -0.165
C29 3.5296 2.2078 4.4269  -0.083
C30 3.0381 -1.5536 3.5321  -0.386
O1 2.6248 -2.4311 4.2826  0.070
N1 3.9523 -1.8377 2.5375  0.184
C31 4.1225 -1.1313 1.3280  -0.562
O2 4.9310 -1.5751 0.5153  0.003
N2 3.3232 -0.0421 1.1222  0.164
C32 2.5042 0.3901 2.0840  -0.442
O3 1.6038 1.2338 1.8344  -0.073
H44 1.7171 -1.2274 5.9607  0.071
H45 0.3967 -0.0704 6.2633  0.076
H46 2.0841 0.4786 6.3737  0.071
H47 0.5606 -0.4498 3.8670  0.086
H48 1.0645 1.2013 4.2298  0.102
H49 4.0255 0.2622 5.2343  0.122
H50 4.7273 0.5951 3.6400  0.121
H51 2.9238 2.4013 5.3203  0.074
H52 4.4715 2.7533 4.5351  0.078
H53 2.9966 2.6030 3.5534  0.069
H54 4.4030 -2.7399 2.5578  0.153



Record 3
DFT (the ωB97M-V functional and the def2-TZVPD basis) results for a structure of composition C32H54N3OP2SSn.

Its net charge is +3. The gap between HOMO and LUMO (alpha / beta) is 5.290 / 5.581 eV. Its largest force on an atom is 6.50 eV/Å. As for the total energy: -2785.34109 a.u.

Last column: Löwdin charge in e.
Positions of all 94 atoms, in Å:
C1 -1.0489 -2.4358 -1.7782  -0.287
C2 1.2007 -1.6958 -1.6271  -0.286
C3 -0.6814 -3.6009 -2.4418  0.035
C4 1.6060 -2.9295 -2.2123  0.036
C5 0.6776 -3.8789 -2.6031  0.022
H1 -1.4672 -4.2520 -2.8258  0.146
H2 2.6689 -3.0703 -2.3930  0.136
H3 0.9909 -4.8219 -3.0499  0.142
N1 -0.1313 -1.6039 -1.2500  -0.041
P1 -2.9562 -1.0514 -0.2404  1.051
P2 2.6136 0.8261 -0.7015  1.241
C6 -2.5406 -2.0951 -1.6971  -0.229
H4 -2.8721 -1.5996 -2.6256  0.106
H5 -3.1099 -3.0348 -1.6578  0.089
C7 -0.2521 2.5014 1.9923  -0.050
O1 -0.0739 3.4894 2.5334  0.108
C8 2.1820 -0.6421 -1.5856  -0.200
H6 3.1367 -1.0410 -1.9785  0.093
C9 3.9719 1.4864 -1.9376  -0.622
C10 3.4182 0.6515 1.1073  -0.602
C11 -4.0556 0.4288 -0.7022  -0.683
C12 -3.6346 -2.3545 0.9438  -0.662
C13 3.6243 2.9749 -2.0412  -0.077
H7 3.7676 3.5014 -1.0908  0.090
H8 4.2563 3.4572 -2.8012  0.118
H9 2.5755 3.1033 -2.3316  0.039
C14 5.4246 1.2803 -1.5094  -0.068
H10 5.6897 1.7870 -0.5776  0.076
H11 5.6705 0.2136 -1.4361  0.087
H12 6.0732 1.6929 -2.2982  0.120
C15 3.8378 0.8417 -3.3239  -0.097
H13 4.2748 1.5152 -4.0779  0.116
H14 4.3836 -0.1071 -3.4146  0.104
H15 2.7880 0.6569 -3.5706  0.028
C16 3.9181 2.0429 1.5279  -0.061
H16 3.0844 2.7550 1.5919  0.090
H17 4.3648 1.9701 2.5296  0.118
H18 4.6749 2.4702 0.8610  0.067
C17 2.3496 0.2047 2.1103  -0.140
H19 1.5030 0.9028 2.1764  0.002
H20 1.9529 -0.7846 1.8686  0.039
H21 2.8083 0.1413 3.1128  0.123
C18 4.5068 -0.4203 1.0912  -0.056
H22 5.3416 -0.1885 0.4238  0.063
H23 4.9196 -0.5188 2.1083  0.121
H24 4.0887 -1.3961 0.8039  0.095
C19 -3.8372 -1.6902 2.3126  -0.066
H25 -4.3303 -2.4073 2.9850  0.114
H26 -2.8824 -1.4104 2.7795  0.047
H27 -4.4718 -0.7948 2.2610  0.079
C20 -2.5888 -3.4729 1.0737  -0.070
H28 -2.4719 -4.0449 0.1460  0.083
H29 -1.6125 -3.0725 1.3677  0.047
H30 -2.9121 -4.1767 1.8551  0.118
C21 -4.9514 -2.9570 0.4207  -0.059
H31 -5.1856 -3.8491 1.0218  0.114
H32 -5.7963 -2.2662 0.5186  0.076
H33 -4.8814 -3.2782 -0.6266  0.085
C22 -3.7707 0.7966 -2.1655  -0.089
H34 -4.1935 0.0611 -2.8638  0.099
H35 -4.2378 1.7698 -2.3793  0.117
H36 -2.6928 0.8941 -2.3482  0.034
C23 -3.6680 1.6103 0.2081  -0.103
H37 -2.6214 1.9235 0.0751  0.022
H38 -4.2901 2.4730 -0.0624  0.113
H39 -3.8287 1.3912 1.2712  0.092
C24 -5.5411 0.1119 -0.5114  -0.071
H40 -5.8642 -0.7385 -1.1240  0.094
H41 -5.7982 -0.0714 0.5410  0.085
H42 -6.1163 0.9892 -0.8413  0.111
Sn1 -0.6264 0.1042 0.1810  1.123
N2 -0.0423 1.1322 -1.6315  -0.027
C25 0.7067 1.1688 -2.5876  -0.068
C26 0.3914 1.9418 -3.9559  -0.524
C27 1.4073 1.7521 -5.0662  -0.055
C28 -0.9307 1.4090 -4.4800  -0.030
C29 0.3266 3.4163 -3.5804  -0.022
H43 2.3801 2.1852 -4.8232  0.072
H44 1.5300 0.6986 -5.3384  0.107
H45 1.0725 2.2830 -5.9700  0.121
H46 -1.7284 1.6330 -3.7722  0.059
H47 -1.2138 1.8518 -5.4445  0.122
H48 -0.8622 0.3227 -4.6267  0.105
H49 -0.0965 4.0225 -4.3905  0.124
H50 -0.2782 3.5548 -2.6771  0.097
H51 1.3313 3.7989 -3.3768  0.074
S1 -0.4047 -2.2101 4.9659  1.072
C30 0.5534 -3.4139 4.1340  -0.326
C31 0.7006 -3.0602 2.8066  -0.241
N3 0.0580 -1.8827 2.4441  -0.137
C32 -0.5490 -1.3240 3.4904  -0.524
H52 0.9717 -4.2937 4.6042  0.084
H53 1.2618 -3.6240 2.0616  0.114
H54 -1.0500 -0.3564 3.4662  0.068